Record 1
The following is a quantum chemistry calculation of one molecule with the formula C5H11N at a distorted geometry, from the Open Molecules 2025 dataset.

Its charge is 0. Its HOMO-LUMO gap is 10.1146 eV. As for the total energy: -251.78993 Eh. The calculation puts the HOMO energy at -9.0 eV. The value obtained for the lowest unoccupied orbital energy is 0.0428 hartree. The energy relative to the best compared isomer or geometry (same formula, charge and spin) is 45.6 kcal/mol. Its SMILES is C=CC[C@@H](C)N.

Each line ends with the Mulliken charge.
Element x y z (Å)
C -0.207 -0.276 1.903  -1.37
C -0.077 0.670 0.611  0.15
C 0.525 -0.126 -0.657  -0.46
C -0.679 -0.801 -1.252  -0.20
C -0.734 -0.871 -2.669  -0.82
N 0.910 1.712 1.073  -0.69
H -0.631 0.186 2.852  0.33
H -0.816 -1.128 1.655  0.39
H 0.754 -0.713 2.082  0.41
H -0.987 1.178 0.279  0.30
H 1.182 -0.878 -0.104  0.22
H 1.150 0.364 -1.433  0.36
H -1.557 -0.926 -0.673  0.37
H -1.571 -1.316 -3.229  0.25
H -0.037 -0.350 -3.240  0.27
H 0.895 1.747 2.081  0.25
H 1.880 1.526 0.720  0.24

Atomic forces in eV per Å
-1.358 0.592 -1.270
2.677 0.425 0.990
-0.746 -1.058 2.925
1.270 0.804 -5.881
-1.991 -0.713 4.552
0.391 -0.179 -1.420
0.589 -0.188 -1.399
-0.671 -0.427 0.052
0.757 0.135 0.294
-0.082 -0.199 0.409
-0.506 0.586 -1.059
-0.577 0.257 0.791
-0.504 -0.904 0.610
0.291 0.285 0.543
1.507 0.350 -0.832
0.365 0.095 -0.015
-1.414 0.140 0.710

***

Record 2
The following is a quantum chemistry calculation of one molecule with the formula C5H11N, from the Open Molecules 2025 dataset.

Its charge is 0. Its HOMO-LUMO gap is 9.8261 eV. As for the total energy: -251.81677 Eh. The calculation puts the HOMO energy at -8.8 eV. The value obtained for the lowest unoccupied orbital energy is 0.0391 hartree. The energy relative to the best compared isomer or geometry (same formula, charge and spin) is 28.7 kcal/mol. Its SMILES is CN1CC1(C)C.

Each line ends with the Mulliken charge.
Element x y z (Å)
C 1.936 -0.069 -0.619  -0.81
N 0.868 0.661 0.018  -0.28
C 0.382 0.436 1.357  -0.61
C -0.475 0.146 0.164  1.16
C -1.507 1.097 -0.402  -1.41
C -0.824 -1.317 -0.053  -1.51
H 1.951 -1.155 -0.439  0.28
H 1.837 0.099 -1.698  0.27
H 2.896 0.353 -0.305  0.29
H 0.249 1.323 1.977  0.24
H 0.725 -0.445 1.911  0.29
H -2.497 0.992 0.052  0.33
H -1.603 0.883 -1.475  0.29
H -1.159 2.129 -0.303  0.38
H -1.744 -1.544 0.501  0.39
H -1.015 -1.534 -1.110  0.32
H -0.051 -2.001 0.309  0.37

Atomic forces in eV per Å
0.124 -0.139 -0.035
0.064 0.051 -0.161
-0.019 0.042 0.218
-0.186 -0.042 -0.072
-0.053 0.043 0.050
0.060 -0.048 -0.046
-0.036 0.116 0.086
0.109 -0.123 0.131
-0.123 -0.103 -0.017
-0.015 -0.099 -0.159
-0.015 0.156 -0.162
0.117 -0.025 0.009
-0.052 0.085 0.163
-0.102 -0.133 0.078
0.150 0.035 -0.115
0.055 0.040 0.104
-0.078 0.144 -0.071

***

Record 3
The following is a quantum chemistry calculation of one molecule with the formula C5H11N at a distorted geometry, from the Open Molecules 2025 dataset.

Its charge is 0. Its HOMO-LUMO gap is 10.0807 eV. As for the total energy: -251.81662 Eh. The calculation puts the HOMO energy at -8.9 eV. The value obtained for the lowest unoccupied orbital energy is 0.0428 hartree. The energy relative to the best compared isomer or geometry (same formula, charge and spin) is 28.8 kcal/mol. Its SMILES is C/C=C/CCN.

Each line ends with the Mulliken charge.
Element x y z (Å)
C -1.045 -0.914 1.579  -0.44
C -1.056 -0.336 0.176  -0.65
C 0.302 -0.226 -0.492  -0.25
C 0.615 0.763 -1.315  -0.07
C 1.707 0.698 -2.319  -1.16
N -1.044 0.201 2.568  -0.67
H -1.930 -1.517 1.767  0.38
H -0.210 -1.605 1.711  0.30
H -1.772 -0.819 -0.487  0.33
H -1.342 0.717 0.184  0.35
H 1.079 -0.900 -0.132  0.25
H -0.150 1.523 -1.458  0.28
H 1.350 0.864 -3.332  0.28
H 2.529 1.440 -2.304  0.31
H 2.310 -0.199 -2.246  0.32
H -0.077 0.507 2.626  0.22
H -1.266 -0.197 3.474  0.23

Atomic forces in eV per Å
-0.511 0.512 0.320
0.800 0.850 -0.530
0.076 -0.195 1.074
-0.528 -0.232 -0.690
1.884 0.900 -0.112
0.411 -0.847 -0.236
-0.247 0.072 -0.083
0.230 0.008 -0.049
0.115 -0.356 -0.010
-0.705 -0.073 0.488
-0.098 -0.471 -0.635
0.048 0.103 -0.172
-0.411 -0.521 -0.136
-0.595 0.403 0.662
-0.429 -0.608 -0.162
-0.110 0.304 0.184
0.068 0.151 0.089